The following is a quantum chemistry calculation of a structure of composition C34H31BN12O5PbS, from OMol25.

For the calculated total energy, the calculation gives -2963.16327 Ha. For the orbital gap (spin up / spin down), the calculation gives 3.81 / 4.53 eV. Its spin multiplicity is 2. Its expectation value of S² is 0.77. For the HOMO energy (spin up / spin down), the calculation gives -10.0 / -10.7 eV. The net charge is +1. The largest force on an atom is 0.0220 Eh/bohr. The calculation puts the LUMO energy (spin up / spin down) at -6.1878 / -6.1825 eV.

Last column: Mulliken spin population.
CARTESIAN COORDINATES (ANGSTROEM)
H  2.067296  -5.279773  4.488716  0.000
C  0.326125  6.029346  6.339184  0.000
N  1.407142  2.770738  3.934411  0.001
C  2.413180  -1.919794  4.402480  -0.012
C  -1.564510  1.937656  -4.076496  0.000
C  -5.074488  -0.571129  -4.619224  0.000
H  0.770327  4.697196  -2.277063  0.000
H  -4.194213  -1.508128  -1.967598  0.000
H  -5.853631  -2.766364  -6.225884  0.000
C  1.208960  6.279271  3.698995  0.000
N  -2.982677  -0.644438  -3.910414  0.000
O  0.927390  -2.521155  -0.500995  0.201
C  1.003114  -2.525900  -4.338741  0.004
H  0.939793  8.385322  3.959673  0.000
C  2.317406  -4.447045  0.130350  -0.155
C  -2.371668  -0.750646  0.629870  0.000
N  -0.540298  1.619509  -2.149713  -0.001
H  1.618468  3.305503  -1.615678  0.000
H  0.452847  -4.800600  2.679571  0.005
N  1.455611  3.925089  3.556288  0.000
C  0.426973  7.279852  5.729919  0.000
H  3.187520  -0.743353  -2.303891  0.000
N  -0.546333  -1.276142  -3.370277  0.003
C  1.823093  1.807965  2.901133  -0.002
H  -2.155867  1.668505  -4.935842  0.000
C  1.592311  -1.676025  -3.403124  0.000
B  -1.789669  -0.430416  -3.001625  0.001
C  1.988195  -2.999259  -0.063539  0.293
H  -1.235201  0.319637  2.092997  -0.001
H  3.322682  -3.457287  5.573669  0.000
H  -0.015301  5.952351  7.361992  0.000
C  -1.946139  -0.505240  2.039203  0.002
H  0.596046  3.906114  6.088946  0.000
C  0.661543  4.887874  5.641679  0.000
H  1.558857  6.352007  2.675937  0.000
O  1.530538  -5.343827  0.310874  0.148
H  -4.381034  -3.692776  -5.900443  0.000
N  1.267383  -0.379549  2.856745  -0.001
C  0.630668  3.747308  -1.763967  0.000
C  -5.139108  -3.051289  -5.454732  0.000
C  -4.080523  0.150493  -4.015446  0.000
N  1.770155  0.572260  3.483182  0.007
H  3.645389  -1.346561  -3.894584  0.001
H  0.095545  -2.449217  1.957395  -0.022
H  -0.851483  4.004509  -4.376685  0.000
C  3.028660  -1.552212  -3.020199  0.012
Pb  0.738084  0.003624  -0.634452  -0.027
O  3.055143  -1.015384  0.699948  0.231
O  4.515492  -5.509313  0.069447  0.077
H  -2.811854  -0.248725  2.648397  0.000
H  -4.452414  -1.516921  0.752589  0.000
C  0.983440  -3.994134  3.166461  0.015
C  1.099507  5.040874  4.326662  0.000
C  -3.483848  -1.222670  -1.208557  0.000
H  -1.182808  -2.648661  -4.820175  0.000
C  3.846730  -4.523777  0.195514  0.023
H  2.966296  -1.108806  4.855202  0.000
H  3.397529  -2.478552  -2.575827  -0.011
C  2.609772  -3.226996  4.793583  0.005
C  1.494147  -1.657025  3.380065  0.021
N  -3.262727  -1.885163  -4.397408  0.000
C  3.142940  -2.207897  0.386217  0.178
C  4.351476  -3.092168  0.419174  -0.143
H  1.490979  -3.251395  -4.967162  0.000
H  -6.062860  -0.232339  -4.882547  0.000
S  2.410623  2.246784  1.449183  0.012
C  -0.346072  -2.242162  -4.282134  -0.003
H  1.821276  4.059527  2.581541  0.000
C  -3.598661  -1.223174  0.166163  0.001
C  -4.506118  -1.846471  -4.840501  0.000
O  5.492727  -2.744192  0.580663  0.141
H  0.161712  8.165600  6.292206  0.000
H  -4.082987  1.162123  -3.640880  0.000
C  -0.891034  3.105156  -3.785868  0.000
N  0.654912  -0.914712  -2.837362  0.001
N  -2.264010  -0.776591  -1.542080  -0.001
H  -5.675210  -3.635027  -4.704494  0.000
H  -1.479459  -1.383879  2.484980  -0.001
C  0.782787  -2.686080  2.759345  0.005
N  -1.570728  -0.491852  -0.409288  0.004
H  0.197010  3.953379  -0.782590  0.000
N  -1.357614  1.063178  -3.075168  0.000
C  1.897346  -4.256778  4.178100  -0.014
C  -0.257846  2.850608  -2.564301  0.000
C  0.865245  7.409608  4.418308  0.000

Atomic forces in eV per Å
H -0.0014 0.0118 -0.0028
C 0.0004 -0.0322 -0.0026
N 0.1118 -1.1265 0.0090
C -0.0033 -0.0685 -0.0063
C 0.0770 -0.0098 -0.0676
C 0.0236 0.0313 0.0051
H -0.0019 -0.0092 0.0122
H 0.0109 0.0187 0.0312
H 0.0119 0.0054 -0.0009
C -0.0204 0.0348 0.1090
N -0.0316 -0.1317 -0.0122
O -0.0190 0.0324 0.4464
C -0.0254 -0.0164 0.0314
H -0.0007 -0.0022 0.0110
C -0.1053 0.0836 0.0263
C 0.0896 -0.0020 -0.0542
N -0.1821 -0.0279 0.0495
H 0.0038 -0.0257 -0.0118
H 0.0112 0.0057 0.0110
N 0.0915 0.8441 -0.1615
C -0.0013 0.0359 0.0206
H 0.0038 -0.0173 -0.0068
N 0.1322 0.0039 -0.1740
C 0.0334 0.0478 0.3217
H 0.0113 0.0270 0.0411
C 0.0038 0.0485 0.0050
B 0.0283 0.0884 0.0747
C 0.1728 -0.0618 -0.1686
H 0.0205 -0.0137 0.0038
H -0.0029 0.0050 -0.0136
H 0.0041 0.0047 -0.0077
C -0.0572 0.0105 0.0212
H -0.0021 0.0046 -0.0120
C 0.0002 0.0970 -0.0114
H -0.0102 -0.0087 0.0080
O 0.1180 0.0079 -0.1715
H -0.0033 0.0032 0.0152
N 0.2169 -0.1276 0.0846
C -0.0165 0.0464 0.0177
C -0.0098 -0.0187 -0.0159
C -0.0469 0.0875 0.0265
N -0.0552 0.1438 -0.3662
H -0.0043 0.0092 -0.0010
H 0.1147 -0.0670 -0.0024
H -0.0097 -0.0207 0.0184
C 0.0147 -0.0086 0.0197
Pb -0.0837 -0.0654 -0.3098
O 0.3036 -0.0842 -0.2553
O -0.0508 0.0978 0.0958
H -0.0002 0.0040 -0.0145
H 0.0186 0.0104 -0.0127
C -0.0293 0.0405 -0.0013
C -0.0432 0.0734 -0.0446
C -0.0067 -0.0377 -0.0190
H -0.0194 -0.0035 -0.0163
C 0.0052 -0.1134 -0.0611
H -0.0070 -0.0032 0.0047
H -0.0063 -0.0029 -0.0117
C 0.0174 0.0552 0.0069
C -0.0731 0.0789 -0.0977
N 0.0350 0.0116 -0.0234
C -0.4108 0.1414 0.1785
C 0.1262 0.0365 0.0671
H -0.0104 0.0263 0.0063
H 0.0284 -0.0120 0.0197
S -0.1443 0.0149 0.4592
C 0.0009 0.0265 0.0317
H 0.0273 0.1076 -0.1666
C 0.0142 -0.0152 -0.0120
C 0.0322 -0.0152 0.0216
O -0.1038 -0.0696 0.0157
H -0.0004 -0.0114 -0.0126
H 0.0019 -0.0498 -0.0215
C 0.0123 -0.0586 -0.0063
N -0.1257 -0.0964 0.1244
N -0.0692 0.1178 0.0736
H -0.0042 0.0110 -0.0051
H -0.1238 0.0863 -0.0001
C 0.0608 -0.0660 0.0506
N -0.0603 -0.1312 -0.1756
H 0.0038 -0.0028 -0.0101
N -0.0738 0.0581 -0.0020
C -0.0107 -0.0685 0.0021
C 0.0614 -0.0125 0.0011
C 0.0118 -0.0217 -0.0287